The following is a DFT calculation (ωB97M-V with the def2-TZVPD basis set) of an isolated molecule of C3H6N4O at a distorted geometry.

The HOMO-LUMO gap comes out at 9.864 eV. As for the largest force on an atom: 5.78 eV/A. Its multiplicity is 1.

Cartesian coordinates (Å):
1 C 0.33 -1.16 1.38
2 N 1.49 -0.97 1.08
3 N 1.87 -0.77 -0.30
4 C 1.21 0.09 -1.15
5 N 0.13 0.82 -1.08
6 C -0.51 1.18 0.04
7 N -1.71 0.98 0.40
8 O -2.45 0.05 -0.46
9 H -0.62 -1.37 0.79
10 H 0.37 -1.27 2.50
11 H 2.87 -0.93 -0.35
12 H 1.73 0.09 -2.17
13 H -0.05 1.83 0.74
14 H -3.36 0.15 -0.11

***

The following is a DFT calculation (ωB97M-V with the def2-TZVPD basis set) of a cluster of 14 separate species, C5H38N2O14 in total at a distorted geometry.

The HOMO-LUMO gap comes out at 9.314 eV. As for the largest force on an atom: 7.03 eV/A. Its multiplicity is 1.

Cartesian coordinates (Å):
1 C -0.23 -1.69 1.86
2 C -0.22 -0.38 0.98
3 N 1.27 -0.10 0.84
4 C 1.78 0.58 2.02
5 C 1.65 0.59 -0.38
6 C 1.38 -0.26 -1.62
7 N 1.12 -1.60 -1.60
8 O 1.46 0.33 -2.71
9 H -1.18 -2.15 1.63
10 H -0.06 -1.42 2.97
11 H 0.67 -2.32 1.60
12 H -0.67 -0.76 -0.03
13 H -0.88 0.50 1.30
14 H 1.34 0.05 2.93
15 H 2.90 0.58 2.19
16 H 1.49 1.72 2.09
17 H 2.70 0.88 -0.36
18 H 1.14 1.63 -0.53
19 H 0.74 -2.10 -2.40
20 H 0.86 -2.00 -0.71
21 H -4.11 -1.13 0.89
22 H -3.10 -0.08 0.42
23 O -3.68 -0.33 1.12
24 H -0.76 1.32 3.16
25 H -1.37 2.49 2.28
26 O -0.59 2.15 2.77
27 H -1.66 2.26 -3.46
28 H -1.06 3.46 -2.76
29 O -1.72 2.80 -2.71
30 H 0.49 3.94 0.66
31 H 0.22 2.64 1.14
32 O -0.03 3.22 0.36
33 H -2.87 2.22 -1.21
34 H -2.37 2.26 0.19
35 O -3.03 1.87 -0.35
36 H -0.38 0.10 -3.66
37 H -0.95 -0.15 -5.07
38 O -1.14 0.33 -4.29
39 H -2.31 0.01 -2.95
40 H -2.68 -0.05 -1.35
41 O -2.75 -0.54 -2.21
42 H -1.49 -4.33 -2.35
43 H -2.06 -2.90 -2.20
44 O -1.24 -3.45 -2.11
45 H 2.21 -3.20 3.23
46 H 1.26 -3.82 4.33
47 O 1.37 -3.51 3.47
48 H 3.22 -2.44 0.19
49 H 2.62 -1.85 1.51
50 O 3.36 -2.19 1.14
51 H 3.96 -0.56 0.77
52 H 5.42 -0.13 0.35
53 O 4.63 0.21 0.54
54 H 1.44 3.21 -4.45
55 H 0.80 2.08 -3.23
56 O 0.77 2.95 -3.69
57 H -2.34 -0.59 2.47
58 H -3.09 -0.11 3.65
59 O -2.26 -0.25 3.36